Entry 1:
Below is a gas-phase ion, C6H12NO (charge +1), with properties calculated with ωB97M-V/def2-TZVPD.

As for the SMILES: CC(=O)[C@]1([NH3+])C[C@@H]1C. Its charge is +1. The HOMO energy is -13.9121 eV. As for the orbital gap: 9.98 eV. Its relative energy (zero: lowest compared OMol25 entry of this formula, charge and spin) is 192.2 kJ/mol. The total energy comes out at -9945.1132 eV.

Geometry as XYZ:
```
20
Properties=species:S:1:pos:R:3:nbo_charge:R:1
O -1.46169 1.51313 0.74055 -0.467
N 0.04383 -1.86965 0.28942 -0.693
C -2.27280 -0.29596 -0.64599 -0.751
C -1.35156 0.44056 0.31431 0.649
C 1.14760 0.22887 1.35736 -0.422
C 1.33916 1.63872 -0.81408 -0.652
C 0.12402 -0.39316 0.46868 -0.054
C 1.35204 0.33535 -0.10240 -0.202
H 1.71263 -0.37536 2.07957 0.248
H 2.09487 -0.32699 -0.45944 0.219
H -2.73324 0.58551 -1.14120 0.284
H 0.01681 -2.48043 1.23132 0.456
H 0.93301 -2.25247 -0.01984 0.440
H -0.65382 -2.27567 -0.37716 0.459
H 2.35771 1.93095 -1.20152 0.257
H 0.64813 1.24277 1.70460 0.275
H -3.05116 -0.83156 -0.02382 0.270
H 0.78476 2.52634 -0.36919 0.253
H -1.67809 -0.92768 -1.34668 0.207
H 0.64778 1.58675 -1.68450 0.225
```

Entry 2:
Below is a molecular structure, C36H55N4OPdS2Si, with properties calculated with ωB97M-V/def2-TZVPD.

Its charge is +1. The HOMO energy (spin up / spin down) is -9.8499 / -11.1977 eV. As for the orbital gap (spin up / spin down): 7.50 / 7.11 eV. As for the multiplicity: 5. The total energy comes out at -79256.2804 eV.

Geometry as XYZ:
```
100
Properties=species:S:1:pos:R:3:lowdin_spin:R:1
Pd 0.00534 0.25231 -0.00581 1.328
S 0.16730 0.88234 -2.43322 0.451
S 1.60500 2.05756 0.30884 0.420
Si 2.59921 -3.27994 -2.06512 0.009
O -1.56528 5.56832 1.58910 0.000
N -0.54220 -0.16317 2.25169 0.051
N -0.73575 -1.87614 0.03908 0.282
N -1.85668 1.62506 0.13527 0.111
N -3.11922 4.97180 3.11232 0.000
C 3.88705 -2.07982 -2.79172 0.002
C -0.53852 -4.61021 0.81646 0.031
C -5.51877 4.65561 3.57199 0.000
C -0.60759 -6.05890 1.26530 -0.006
C 0.01873 -6.20090 2.65817 -0.002
C -1.04594 -2.26931 1.25323 0.039
C -2.44313 4.81447 1.96192 0.001
C -0.10314 -4.21911 -0.41060 0.232
C -1.68123 0.64404 4.18879 -0.001
C -2.37672 -1.38094 3.17639 0.000
C 1.80092 2.73482 -1.24393 0.199
C -2.56758 -0.43494 4.17602 0.001
C -4.05658 2.32043 -0.42659 0.005
C -0.09027 -2.79931 -0.85355 0.066
C -4.16145 0.67152 5.78129 0.000
C -1.72996 2.68796 0.92027 0.011
C -2.09385 -6.44009 1.30927 -0.001
C -2.75633 3.60576 1.11628 0.004
C -4.11678 4.05598 3.61345 0.000
C 0.12311 -7.01485 0.31980 0.001
C 3.37425 -4.41295 -0.73973 0.006
C 1.57417 2.78056 -3.73569 0.024
C -3.32447 7.43460 3.35230 0.000
C -2.91534 -1.41622 6.38410 0.000
C 1.34953 -2.22603 -1.03064 0.084
C 1.24117 2.20815 -2.39361 0.195
C -2.78295 6.13142 3.92880 0.000
C -3.61528 -0.65515 5.24649 0.000
C -4.79490 -1.48594 4.72096 0.000
C 1.77332 -4.22053 -3.50411 0.001
C -1.36599 -1.22110 2.24182 0.003
C -3.93930 3.42332 0.40757 -0.004
C -0.69609 0.73328 3.22170 0.006
C -2.99534 1.43223 -0.52222 0.010
C 2.66637 3.95319 -1.28902 0.023
C -0.99127 -3.59489 1.68989 0.293
H -6.24517 3.92359 3.91220 0.000
H 1.24064 3.81574 -3.80833 0.006
H 1.26166 -1.23592 -1.51206 0.016
H 1.77827 -2.08717 -0.02557 0.003
H -2.98577 8.26560 3.96390 0.000
H 2.52777 -4.77620 -4.05360 0.000
H -3.04512 0.55008 -1.14895 0.002
H -2.20899 -7.44687 1.69964 -0.001
H 4.14869 -3.88005 -0.19415 0.000
H -4.54914 1.27887 4.96554 0.000
H 0.01157 -8.03222 0.68752 0.000
H 2.65144 2.75862 -3.89574 0.007
H 3.66189 3.71317 -1.65912 0.006
H -4.97366 0.47238 6.47659 0.000
H -3.85882 3.80064 4.64777 0.000
H -2.10532 -0.82063 6.80007 0.000
H -4.08235 3.13754 3.02242 0.000
H -4.95923 2.14738 -0.99264 0.001
H 1.30187 -3.54213 -4.20869 0.000
H 1.08680 2.19999 -4.51611 0.005
H -4.74396 4.13729 0.49597 0.000
H -1.28060 -3.80653 2.70355 0.016
H -0.57482 -2.72729 -1.84001 0.026
H 3.46045 -1.44966 -3.56600 0.000
H -3.39947 1.23406 6.31472 0.000
H 3.83098 -5.29429 -1.17663 0.001
H -1.69200 6.19877 3.98057 0.000
H -2.52216 -6.40714 0.30938 0.000
H -5.61681 -1.44507 5.42975 0.000
H -3.17600 5.96004 4.93163 0.000
H 1.02295 -4.93480 -3.18398 0.000
H -4.41107 7.43821 3.32603 0.000
H 4.70597 -2.63109 -3.24187 0.000
H -2.94714 7.57612 2.34368 0.000
H 0.03254 1.53299 3.24626 0.001
H -1.73240 1.40261 4.95266 0.000
H -5.57841 5.52676 4.21707 0.000
H -3.63089 -1.64116 7.17207 0.000
H -0.56895 -5.68914 3.41451 0.000
H -4.52834 -2.53282 4.59801 0.000
H -5.14742 -1.09456 3.76770 0.000
H -3.01354 -2.24566 3.11654 0.001
H 1.02608 -5.78895 2.65992 0.000
H 0.24897 -4.93388 -1.13122 0.011
H -2.49484 -2.35196 6.01882 0.000
H 2.63876 -4.74556 -0.01134 0.002
H 2.76501 4.36140 -0.28691 0.004
H -0.77108 2.84026 1.40677 0.008
H -2.65246 -5.75862 1.94625 0.002
H 4.31398 -1.42816 -2.03508 0.000
H -5.77598 4.95994 2.56098 0.000
H 2.24310 4.71477 -1.93945 0.006
H 0.07465 -7.25078 2.93172 0.000
H -0.29234 -6.98258 -0.68438 0.000
H 1.18563 -6.78459 0.28027 0.001
```

Entry 3:
Below is a molecular structure, C48H35F6HgN4O6P3, with properties calculated with ωB97M-V/def2-TZVPD.

Its charge is -2. The HOMO energy is -3.4429 eV. As for the orbital gap: 7.08 eV. Its relative energy (zero: lowest compared OMol25 entry of this formula, charge and spin) is 551.6 kJ/mol. The total energy comes out at -116942.9489 eV.

Geometry as XYZ:
```
103
Properties=species:S:1:pos:R:3:lowdin_charge:R:1
Hg -1.98949 0.71446 0.95438 1.187
P -1.29954 2.13199 -3.64400 0.151
P 2.96446 1.59166 -2.07481 1.050
P 0.90092 0.40424 0.06258 1.131
F -2.49426 2.30529 -4.71088 -0.162
F -0.23372 2.72409 -4.72374 -0.182
F -0.09032 1.93131 -2.56792 -0.223
F -2.33763 1.49533 -2.56313 -0.172
F -1.01748 0.63253 -4.21403 -0.173
F -1.56897 3.60463 -3.07180 -0.148
O 2.65522 -1.23648 2.64862 -0.047
O -0.80521 -0.94250 1.92353 -0.237
O -2.99708 2.80347 0.96428 -0.106
O -6.75013 -4.68446 0.38348 -0.054
O -2.87578 4.83302 1.91470 0.001
O -7.63389 -3.65812 2.19505 -0.058
N -3.83702 -0.70355 0.96592 0.092
N -0.47202 2.27387 1.92648 0.081
N -3.32158 0.80807 3.28701 0.096
N -1.69617 -0.93242 -1.01232 0.052
C -2.53700 -2.10613 -3.50438 -0.076
C 1.19942 4.29059 2.62587 -0.048
C 0.61319 -0.87705 4.03348 -0.078
C 2.65101 0.83647 -0.42241 -0.534
C -5.67200 -1.68376 2.10502 0.045
C 5.48581 1.87290 -3.21852 -0.108
C -0.12543 4.56805 2.34367 -0.002
C -4.69231 -0.71275 1.99195 -0.185
C -0.94386 3.50927 1.97623 -0.177
C -3.38881 -2.02421 -2.32675 -0.024
C 7.61230 1.91033 -2.09459 -0.115
C -6.81050 -3.81469 1.27234 -0.696
C 2.03680 -0.84060 -5.24313 -0.086
C -0.30857 -2.53346 -2.36824 -0.130
C -0.51658 -1.80667 -1.04128 -0.289
C -2.41580 3.74024 1.58347 -0.646
C 3.48441 -1.08635 -2.89415 -0.103
C 1.66979 2.98583 2.56587 -0.021
C 1.48629 0.04338 4.77346 -0.045
C 3.40417 -2.15649 -3.76777 -0.099
C -3.14254 1.68270 4.26688 -0.128
C -2.97841 -1.56925 -1.13740 -0.206
C 0.34505 -0.62445 2.52015 -0.532
C 1.69348 -2.28119 -0.07498 -0.106
C 2.48598 0.61199 4.10082 -0.057
C -0.72975 -3.32514 -1.14753 -0.111
C 2.12605 0.23644 -4.36531 -0.094
C 0.79285 1.96298 2.21692 -0.256
C 0.25927 -4.19083 -0.50418 -0.040
C 2.67432 -2.03388 -4.94799 -0.106
C -5.74582 -2.69791 1.15949 -0.084
C 4.81392 1.65901 -2.01029 -0.377
C -4.82718 -2.68615 0.12704 0.047
C -3.89477 -1.65507 0.03715 -0.183
C -4.17673 2.14557 5.06341 -0.062
C 5.57593 1.58768 -0.84760 -0.098
C 1.44523 -3.71170 -0.11181 -0.080
C -5.64415 0.75421 3.79187 -0.010
C 1.22099 0.52291 1.95978 -0.322
C 6.86364 1.99081 -3.26506 -0.101
C -4.54182 0.33384 3.05203 -0.204
C 1.33663 -1.65181 2.90635 -0.181
C 2.84480 0.12143 -3.18197 -0.376
C 6.96235 1.71172 -0.88818 -0.101
C -1.21456 -2.30806 -3.50527 -0.045
C 0.74817 -1.37376 -0.36188 -0.267
C -5.45430 1.67407 4.80650 -0.068
C 2.56948 0.19823 2.64558 -0.273
H 2.93174 1.61711 0.29222 0.027
H -2.12581 2.03738 4.40622 0.109
H 8.69100 2.00156 -2.12715 0.090
H 1.44423 -0.74283 -6.14404 0.105
H 1.88079 5.09214 2.88687 0.102
H 2.18678 -4.37187 0.32310 0.097
H 3.89966 -3.08952 -3.52675 0.097
H -3.02853 -1.99618 -4.46430 0.102
H 7.53165 1.64557 0.03137 0.095
H 1.17866 -2.71197 2.77920 0.157
H -3.98537 2.86932 5.84375 0.097
H 4.91125 1.93637 -4.13669 0.103
H -1.60688 -0.27470 -1.78815 0.090
H 3.31306 -0.01751 -0.25159 0.035
H -1.75129 -3.67926 -1.16159 0.142
H -4.42304 -2.32916 -2.43669 0.115
H 1.32996 0.21633 5.83245 0.100
H 4.06188 -1.19002 -1.98234 0.101
H 0.73264 -2.65495 -2.63708 0.130
H 2.62574 -1.95565 0.36818 0.094
H -6.36927 -1.71726 2.93011 0.112
H 2.70645 2.77287 2.78424 0.102
H -0.00367 -5.22870 -0.33754 0.104
H 3.22081 1.26383 4.55495 0.099
H -6.29945 2.02728 5.38430 0.101
H -0.17596 -1.40465 4.55070 0.135
H -0.53975 5.56488 2.36276 0.112
H 2.59597 -2.87635 -5.62557 0.095
H 5.09575 1.42810 0.10974 0.082
H 7.35794 2.14802 -4.21620 0.095
H 3.45569 0.58016 2.13898 0.130
H -0.71578 -2.29486 -4.46759 0.100
H -6.63103 0.38045 3.55922 0.112
H 1.60862 1.15829 -4.58950 0.081
H -4.84521 -3.49991 -0.58366 0.117
```

Entry 4:
Below is a single C14H14F3N7 molecule, with properties calculated with ωB97M-V/def2-TZVPD.

As for the SMILES: FC(F)(F)c1cc(N2CCC(n3cnnn3)CC2)n2cncc2c1. Its charge is 0. The HOMO energy is -8.0808 eV. As for the orbital gap: 7.97 eV. The total energy comes out at -33324.5019 eV.

Geometry as XYZ:
```
38
Properties=species:S:1:pos:R:3:nbo_charge:R:1
F 0.43153 -3.84531 3.31175 -0.324
F -1.48598 -5.01878 2.98753 -0.328
F -1.59741 -3.20790 4.22817 -0.304
N 2.87714 2.63177 -1.06832 -0.225
N 4.79674 2.45678 -2.03424 -0.075
N -2.16854 -1.11955 -0.20091 -0.369
N -3.88826 -0.76363 -1.61109 -0.403
N 4.86196 3.59774 -1.18345 -0.281
N 0.03493 0.16967 -0.11589 -0.475
N 3.58646 1.86872 -1.96075 -0.052
C -0.83922 -0.92488 0.29796 0.411
C -1.37820 -2.90554 1.93934 -0.127
C 0.93565 0.80585 0.86600 -0.221
C 0.64669 1.55834 -1.92432 -0.410
C -0.96540 -3.74300 3.16465 0.977
C -4.01203 -2.03286 -0.88963 -0.111
C 0.94369 2.29058 0.52684 -0.409
C 1.38835 2.57294 -0.96821 -0.031
C -0.54643 -1.75506 1.41858 -0.311
C -3.01552 -2.22504 0.06259 0.072
C -2.60810 -3.14286 1.22678 -0.171
C -2.68951 -0.35841 -1.25436 0.146
C 0.46481 0.03896 -1.49455 -0.217
C 3.72092 3.63072 -0.57097 0.149
H -3.25972 -4.09923 1.34484 0.253
H 1.96482 0.41476 0.77767 0.194
H 1.16482 1.56260 -2.91423 0.237
H -4.86946 -2.74051 -0.93696 0.217
H 1.47491 2.90593 1.24812 0.219
H -0.34228 1.97919 -2.10332 0.214
H 3.44379 4.40169 0.10617 0.217
H 0.48991 -1.63362 1.84799 0.229
H -0.22498 -0.43006 -2.20894 0.231
H -0.07114 2.74641 0.52787 0.219
H 0.61489 0.61223 1.89644 0.237
H 1.38990 -0.48485 -1.57527 0.195
H 0.98470 3.55105 -1.28723 0.219
H -2.25443 0.63515 -1.47665 0.207
```

Entry 5:
Below is a molecular structure, C20H22ClN3OS, with properties calculated with ωB97M-V/def2-TZVPD.

Its charge is 0. The HOMO energy is -8.0943 eV. As for the orbital gap: 8.27 eV. Its relative energy (zero: lowest compared OMol25 entry of this formula, charge and spin) is 230.1 kJ/mol. The total energy comes out at -50971.8771 eV.

Geometry as XYZ:
```
48
Properties=species:S:1:pos:R:3:nbo_charge:R:1
Cl -3.99334 3.13594 4.04641 0.072
S -1.26322 3.31345 5.34581 0.596
O -0.97059 -2.37127 -0.63736 -0.569
N -2.21998 1.13546 4.44184 -0.472
N 0.64336 -0.06583 2.55893 -0.364
N -0.31192 1.94832 5.54588 -0.611
C 0.95118 -0.29967 4.01564 -0.188
C -2.50976 2.38470 4.53239 0.014
C 2.15841 -1.95325 -3.75491 -0.602
C 0.31298 3.25477 0.05723 -0.235
C -0.27032 -0.79687 -3.38926 0.016
C -0.95687 0.95616 4.95978 0.376
C 0.69647 -2.02234 -3.24175 0.007
C 0.77037 2.46052 2.29139 -0.243
C -0.31943 -0.35765 4.81087 -0.471
C -0.32104 -1.33543 -0.76980 0.579
C 0.14802 -3.43548 -3.22813 -0.619
C 0.65922 3.53572 1.39263 -0.219
C 0.01499 1.93863 -0.34913 -0.205
C 0.59088 1.14362 1.87048 0.117
C 0.28252 -1.09373 1.65001 0.043
C -1.81591 -1.00241 -3.43824 -0.628
C 0.15470 0.42994 -4.21495 -0.615
C 0.16361 0.88769 0.57466 -0.007
C 0.47446 -1.05966 -2.04933 -0.362
C -0.00225 -0.54379 0.42755 -0.234
H -1.03259 -1.02199 4.32704 0.242
H 1.49028 -1.24737 4.11733 0.218
H 2.62631 -0.99551 -3.65285 0.209
H -0.15258 0.30278 -5.27144 0.212
H -0.84942 -3.49543 -2.80531 0.240
H -0.27846 1.64863 -1.33410 0.212
H -0.10623 -0.73133 5.80093 0.238
H 0.20891 -2.16553 1.84651 0.236
H 0.82945 4.59405 1.67705 0.222
H 1.06089 2.60868 3.32169 0.216
H 0.80753 -4.15623 -2.74264 0.213
H 1.62767 0.51052 4.38569 0.228
H 1.28674 -0.34668 -1.88577 0.223
H -2.15511 -1.85524 -2.84637 0.235
H -0.33569 1.31472 -3.87783 0.208
H 0.22893 4.10988 -0.62823 0.214
H 2.16054 -2.27691 -4.78071 0.210
H 1.25875 0.64902 -4.20191 0.212
H 2.72718 -2.67240 -3.13324 0.212
H -2.20190 -1.06024 -4.46669 0.214
H -2.31172 -0.09925 -3.03460 0.209
H 0.04399 -3.80171 -4.26316 0.203
```

Entry 6:
Below is 2 unconnected molecules or ions with the total composition C4H11N2S, with properties calculated with ωB97M-V/def2-TZVPD.

Its charge is +1. The HOMO energy is -12.2649 eV. As for the orbital gap: 7.01 eV. Its relative energy (zero: lowest compared OMol25 entry of this formula, charge and spin) is 414.0 kJ/mol. The total energy comes out at -18131.2277 eV.

Geometry as XYZ:
```
18
Properties=species:S:1:pos:R:3:nbo_charge:R:1
S 3.76079 -0.28577 -0.02271 -0.009
N -0.25555 -1.60646 -0.29834 -0.772
N -0.39636 2.05617 0.00053 -0.433
C -2.33684 -0.56271 0.48876 -0.604
C -1.08474 -0.34805 -0.32144 -0.230
C -0.52099 0.94311 -0.29624 0.710
C 2.04681 0.57165 -0.14662 -0.673
H 2.22762 1.53501 -0.26796 0.194
H 1.50337 0.17154 -0.92650 0.206
H -1.51271 -0.13304 -1.42124 0.299
H -3.06048 0.23083 0.14826 0.232
H -0.84963 -2.39725 -0.61394 0.400
H -2.36175 -0.73259 1.60221 0.269
H 1.46738 0.43825 0.85898 0.191
H 0.08047 -1.69236 0.57781 0.372
H -0.14328 2.93980 -0.35697 0.479
H 4.18622 0.36963 0.99898 0.121
H -2.75034 -1.49777 -0.00358 0.247
```

Repeat the fourth record exactly.
Below is a single C14H14F3N7 molecule, with properties calculated with ωB97M-V/def2-TZVPD.

As for the SMILES: FC(F)(F)c1cc(N2CCC(n3cnnn3)CC2)n2cncc2c1. Its charge is 0. The HOMO energy is -8.0808 eV. As for the orbital gap: 7.97 eV. The total energy comes out at -33324.5019 eV.

Geometry as XYZ:
```
38
Properties=species:S:1:pos:R:3:nbo_charge:R:1
F 0.43153 -3.84531 3.31175 -0.324
F -1.48598 -5.01878 2.98753 -0.328
F -1.59741 -3.20790 4.22817 -0.304
N 2.87714 2.63177 -1.06832 -0.225
N 4.79674 2.45678 -2.03424 -0.075
N -2.16854 -1.11955 -0.20091 -0.369
N -3.88826 -0.76363 -1.61109 -0.403
N 4.86196 3.59774 -1.18345 -0.281
N 0.03493 0.16967 -0.11589 -0.475
N 3.58646 1.86872 -1.96075 -0.052
C -0.83922 -0.92488 0.29796 0.411
C -1.37820 -2.90554 1.93934 -0.127
C 0.93565 0.80585 0.86600 -0.221
C 0.64669 1.55834 -1.92432 -0.410
C -0.96540 -3.74300 3.16465 0.977
C -4.01203 -2.03286 -0.88963 -0.111
C 0.94369 2.29058 0.52684 -0.409
C 1.38835 2.57294 -0.96821 -0.031
C -0.54643 -1.75506 1.41858 -0.311
C -3.01552 -2.22504 0.06259 0.072
C -2.60810 -3.14286 1.22678 -0.171
C -2.68951 -0.35841 -1.25436 0.146
C 0.46481 0.03896 -1.49455 -0.217
C 3.72092 3.63072 -0.57097 0.149
H -3.25972 -4.09923 1.34484 0.253
H 1.96482 0.41476 0.77767 0.194
H 1.16482 1.56260 -2.91423 0.237
H -4.86946 -2.74051 -0.93696 0.217
H 1.47491 2.90593 1.24812 0.219
H -0.34228 1.97919 -2.10332 0.214
H 3.44379 4.40169 0.10617 0.217
H 0.48991 -1.63362 1.84799 0.229
H -0.22498 -0.43006 -2.20894 0.231
H -0.07114 2.74641 0.52787 0.219
H 0.61489 0.61223 1.89644 0.237
H 1.38990 -0.48485 -1.57527 0.195
H 0.98470 3.55105 -1.28723 0.219
H -2.25443 0.63515 -1.47665 0.207
```